i:
The following is a quantum chemistry calculation of a molecular structure, C38H65CdN7O5PS, from the OMol25 dataset.

Last column: Mulliken charge in e.
Geometry (Å):
Cd1 0.107 -0.531 -0.190  3.058
S1 2.394 -7.532 3.974  1.239
P1 -3.195 1.820 1.443  -0.038
O1 2.972 -5.523 -2.255  -0.648
O2 1.498 -8.581 3.561  -0.641
O3 3.680 -7.826 4.548  -0.695
O4 2.745 -6.994 -0.688  -0.640
O5 -2.054 1.332 0.570  -0.937
N1 1.291 -2.909 0.419  -0.041
N2 2.625 -5.872 -1.146  1.144
N3 0.823 1.750 -0.254  -0.162
N4 1.493 -5.057 0.934  0.636
N5 -2.298 -8.024 0.928  -0.549
N6 1.017 -0.096 1.970  -0.775
N7 2.219 -0.342 -1.655  -0.567
C1 -3.918 1.561 4.247  -1.535
C2 -1.608 -2.989 -0.942  0.386
C3 -4.714 -0.814 4.556  -1.166
C4 0.422 -3.589 2.660  -0.347
C5 1.797 1.159 1.936  -1.127
C6 1.413 -6.299 1.723  -1.413
C7 -4.691 -0.083 0.118  1.094
C8 -2.042 -5.624 -0.030  0.251
C9 -3.129 4.459 0.423  -1.132
C10 2.025 -4.860 -0.321  -0.570
C11 -1.192 -4.096 -1.686  -0.741
C12 -3.228 3.623 1.726  0.384
C13 2.678 -6.508 2.559  -0.603
C14 -2.950 1.136 3.123  0.889
C15 -6.259 0.528 -1.755  -0.911
C16 1.068 -3.839 1.339  0.201
C17 -4.851 0.028 -1.395  -1.015
C18 -5.578 2.293 -0.099  -0.735
C19 -2.264 -3.250 0.271  0.574
C20 -5.134 0.649 4.436  -0.764
C21 1.909 2.047 -1.199  -0.808
C22 -6.763 1.567 -0.733  -1.034
C23 -1.631 5.484 2.433  -1.209
C24 -1.671 4.688 0.019  0.254
C25 -1.393 -5.393 -1.239  -0.931
C26 -1.358 -1.594 -1.412  -1.783
C27 -2.113 4.064 2.720  -0.746
C28 -2.493 -4.536 0.718  -0.936
C29 -0.930 5.542 1.071  -0.778
C30 1.167 -7.305 6.353  -1.402
C31 1.027 2.181 1.129  1.029
C32 -2.206 -6.966 0.483  -0.047
C33 -2.680 -0.387 3.138  -0.387
C34 2.913 0.912 -1.325  -0.800
C35 1.884 -3.551 -0.625  -0.747
C36 1.527 -6.487 5.112  -0.142
C37 -4.823 1.303 0.813  1.089
C38 -3.933 -1.244 3.318  -0.287
H1 1.150 -3.624 3.477  0.390
H2 -2.013 -0.597 3.985  0.817
H3 3.444 -7.047 2.000  0.366
H4 2.203 -5.660 5.342  0.371
H5 -0.698 -3.937 -2.638  0.440
H6 1.511 3.161 1.193  0.369
H7 -4.237 2.598 4.113  0.381
H8 -3.646 -2.296 3.389  0.467
H9 0.099 5.187 1.182  0.217
H10 -3.349 1.540 5.183  0.517
H11 -4.088 -0.940 5.448  0.384
H12 -7.345 1.077 0.055  0.383
H13 -0.864 6.578 0.737  0.330
H14 -3.726 -0.521 0.345  -1.489
H15 -4.937 2.651 -0.905  0.280
H16 2.766 0.944 1.491  0.429
H17 1.276 -7.126 1.042  0.462
H18 0.634 -6.119 4.600  0.152
H19 -4.088 0.707 -1.788  0.263
H20 -6.247 0.966 -2.755  0.384
H21 0.516 -6.244 2.335  0.530
H22 -1.059 -6.236 -1.834  0.570
H23 2.834 -1.128 -1.486  0.181
H24 -1.199 3.709 -0.095  -0.653
H25 -2.148 -0.672 2.225  -0.686
H26 0.544 -8.157 6.082  0.372
H27 -6.949 -0.317 -1.791  0.408
H28 -1.990 1.616 3.341  0.503
H29 -4.580 -1.152 2.442  -0.125
H30 -3.674 3.999 -0.392  0.168
H31 2.440 2.961 -0.916  0.338
H32 -0.953 5.811 3.222  0.499
H33 1.977 -0.366 -2.639  0.208
H34 -3.604 5.427 0.598  0.592
H35 1.456 2.222 -2.176  0.457
H36 -5.591 -1.450 4.688  0.445
H37 -0.042 -2.605 2.637  -0.647
H38 2.065 -7.676 6.845  0.376
H39 -2.260 -0.988 -1.327  -0.020
H40 -5.908 3.163 0.472  0.514
H41 1.559 -0.853 2.369  0.149
H42 -1.631 5.171 -0.957  0.764
H43 -1.249 3.406 2.628  0.071
H44 -2.481 6.171 2.452  0.359
H45 -4.200 3.805 2.197  0.901
H46 -5.838 0.751 3.607  0.252
H47 -7.430 2.283 -1.213  0.463
H48 0.616 -6.683 7.057  0.389
H49 -0.043 2.158 -0.585  0.064
H50 3.660 1.195 -2.069  0.504
H51 -5.425 1.190 1.717  -0.502
H52 -4.665 -0.946 -1.853  0.517
H53 -0.357 -4.322 2.869  0.370
H54 3.101 -5.567 2.919  0.437
H55 -2.587 -2.417 0.882  0.649
H56 2.153 -3.079 -1.555  0.789
H57 -1.025 -1.589 -2.449  0.757
H58 0.034 2.262 1.563  -1.132
H59 0.198 0.036 2.558  0.058
H60 -5.458 -0.761 0.502  0.524
H61 -2.469 3.979 3.747  0.394
H62 -5.668 0.966 5.333  0.474
H63 1.983 1.563 2.932  0.536
H64 -3.016 -4.711 1.652  0.554
H65 3.441 0.761 -0.386  0.275

## Properties
HOMO level   -10.4 eV
LUMO   -0.099 Ha
Net charge   +1
Spin multiplicity   1
HOMO-LUMO gap   7.6718 eV



ii:
The following is a quantum chemistry calculation of a molecular structure, C38H65CdN7O5PS, from the OMol25 dataset.

Last column: Mulliken charge in e.
Geometry (Å):
Cd1 -0.500 0.172 0.119  2.532
S1 -4.745 2.415 7.181  1.156
P1 3.931 0.797 0.127  -0.309
O1 -5.014 3.817 7.120  -0.618
O2 2.531 0.488 -0.283  -0.727
O3 -6.620 2.611 2.743  -0.652
O4 -5.514 1.590 8.063  -0.673
O5 -6.411 1.693 0.805  -0.659
N1 -3.908 1.982 3.276  0.664
N2 -2.908 6.239 4.247  -0.564
N3 -5.988 2.028 1.891  1.147
N4 -2.602 0.816 1.912  -0.100
N5 0.420 -1.906 -0.826  -0.102
N6 0.131 -1.380 2.102  -0.525
N7 -2.410 -1.266 -0.976  -0.524
C1 2.748 4.073 -1.332  -1.044
C2 2.950 1.051 2.786  -0.562
C3 4.068 0.409 1.959  0.877
C4 -2.690 1.433 3.082  0.431
C5 5.392 -2.817 -1.143  -1.226
C6 5.430 0.529 2.648  -1.473
C7 4.607 2.373 4.132  -1.132
C8 -0.389 3.465 1.299  1.185
C9 -2.102 4.820 2.280  0.332
C10 -0.512 -2.708 -1.614  -0.873
C11 5.010 -1.764 -0.106  -0.170
C12 -4.360 2.688 4.458  -1.132
C13 -2.685 2.761 8.910  -1.439
C14 -1.247 3.068 0.266  0.488
C15 5.226 4.418 -1.644  -1.027
C16 -2.546 5.636 3.341  -0.013
C17 0.371 -2.711 1.546  -1.020
C18 -2.549 3.581 0.268  -0.821
C19 3.217 3.496 0.000  0.531
C20 -0.792 4.332 2.283  -1.462
C21 5.744 1.903 3.234  -0.662
C22 4.124 -1.280 -2.701  -0.095
C23 5.161 2.901 -1.468  -0.811
C24 -2.974 4.442 1.259  -0.979
C25 -0.762 2.141 -0.767  -1.924
C26 4.442 2.581 -0.157  1.369
C27 -1.951 -2.650 -1.080  -0.753
C28 4.432 -2.740 -2.332  -0.641
C29 -2.970 2.159 7.551  -0.135
C30 1.147 -2.598 0.230  0.931
C31 3.311 2.429 3.333  -0.223
C32 3.827 4.975 -1.938  -0.860
C33 -4.638 1.688 2.147  -0.585
C34 -4.956 1.731 5.480  -0.721
C35 -3.801 0.975 1.316  -0.807
C36 5.204 -0.346 -2.170  -1.182
C37 5.219 -0.337 -0.637  0.223
C38 -1.576 1.529 4.053  -0.693
H1 5.624 4.868 -0.733  0.372
H2 -2.005 -3.086 -0.082  0.281
H3 2.040 -2.000 0.435  -1.274
H4 -0.652 1.244 3.553  -0.338
H5 1.016 -0.999 2.430  -0.006
H6 -2.403 2.659 6.772  0.145
H7 5.914 2.639 2.446  0.237
H8 3.502 -3.260 -2.087  0.250
H9 2.041 1.116 2.171  -0.499
H10 -0.590 -3.198 1.383  0.376
H11 2.511 3.255 -2.014  0.273
H12 5.041 0.653 -2.559  0.233
H13 -6.028 1.603 5.346  0.400
H14 -0.107 4.644 3.057  0.577
H15 4.498 1.683 4.973  0.392
H16 3.170 -0.960 -2.278  -0.318
H17 0.227 2.434 -1.115  0.288
H18 0.615 3.064 1.316  0.570
H19 3.457 4.330 0.664  0.578
H20 6.420 -2.660 -1.471  0.372
H21 -4.028 0.616 0.333  0.807
H22 -1.744 0.878 4.909  0.466
H23 -0.520 -2.312 -2.633  0.471
H24 4.053 -1.172 -3.785  0.635
H25 6.671 1.829 3.805  0.464
H26 -3.517 3.231 4.888  0.293
H27 -0.499 -1.445 2.895  0.180
H28 3.438 3.133 2.513  -0.116
H29 -2.682 -0.913 -1.890  0.210
H30 3.739 5.979 -1.521  0.411
H31 4.615 2.491 -2.316  0.385
H32 4.879 -3.254 -3.182  0.340
H33 5.436 -0.185 3.477  0.529
H34 6.177 -0.678 -2.534  0.559
H35 -5.109 3.424 4.168  0.502
H36 2.494 2.786 3.964  0.505
H37 1.105 -1.488 -1.450  0.268
H38 -2.806 1.086 7.534  0.384
H39 -1.484 2.551 4.414  0.273
H40 5.348 -3.811 -0.693  0.475
H41 5.150 2.777 0.652  -0.572
H42 2.739 0.397 3.640  0.685
H43 -4.473 0.756 5.474  0.441
H44 6.190 0.044 -0.308  0.798
H45 -2.582 -3.251 -1.749  0.465
H46 -2.944 3.816 8.901  0.378
H47 -3.234 -1.238 -0.387  0.167
H48 -1.445 2.078 -1.616  0.682
H49 3.668 5.054 -3.014  0.363
H50 4.839 3.360 4.534  0.444
H51 -3.980 4.837 1.252  0.556
H52 -3.234 3.296 -0.518  0.519
H53 -3.289 2.267 9.666  0.376
H54 1.831 4.641 -1.171  0.441
H55 -1.633 2.658 9.166  0.400
H56 2.398 2.926 0.441  -1.102
H57 0.954 -3.342 2.231  0.515
H58 6.225 0.232 1.963  0.348
H59 3.949 -1.905 0.118  -0.376
H60 6.169 2.484 -1.457  0.490
H61 -0.198 -3.760 -1.648  0.339
H62 1.461 -3.603 -0.083  0.458
H63 5.584 -1.916 0.809  0.359
H64 3.829 -0.664 1.915  0.448
H65 5.907 4.666 -2.457  0.480

## Properties
HOMO level   -10.4 eV
LUMO   -0.098 Ha
Net charge   +1
Spin multiplicity   1
HOMO-LUMO gap   7.7375 eV



Calculated relative energies: i 0.000; ii 0.511, given in eV